# 1
Entry from the Open Molecules 2025 dataset: one molecule with the formula C5H6OS at a distorted geometry (ωB97M-V/def2-TZVPD).

Computed properties:
frontier orbital gap	8.97	eV
energy relative to the best compared isomer or geometry (same formula, charge and spin)	474.6	kJ/mol
largest force on an atom	2.8	eV/A

Each line ends with the Löwdin charge.
Geometry (Å):
C 0.586 -0.335 -0.609  -0.19
C 0.440 -0.219 0.908  -0.29
C 0.219 1.094 1.491  -0.19
C -0.796 -0.257 -1.208  -0.68
C -1.553 -1.597 -1.253  -0.28
O 1.410 0.458 1.743  -0.03
S -1.053 -1.075 -2.778  0.87
H 1.307 0.583 -0.875  0.18
H 0.872 -1.392 -0.800  0.11
H 0.177 -1.136 1.494  0.16
H -0.577 1.253 2.231  0.12
H -1.406 0.667 -1.197  0.10
H 0.374 1.955 0.856  0.11

# 2
Entry from the Open Molecules 2025 dataset: a 3-piece molecular cluster, C3H11NO4 overall at a distorted geometry (ωB97M-V/def2-TZVPD).

Computed properties:
structure (SMILES)	O=CNCCO.O.O
frontier orbital gap	10.02	eV
energy relative to the best compared isomer or geometry (same formula, charge and spin)	373.5	kJ/mol
largest force on an atom	8.3	eV/A

Each line ends with the Löwdin charge.
Geometry (Å):
O -1.741 -1.618 -1.804  0.01
C -1.169 -1.536 -0.736  -0.32
N -0.919 -0.228 -0.388  0.05
C -0.164 -0.100 0.880  -0.21
C -0.391 1.307 1.415  -0.21
O 0.552 2.196 0.700  -0.15
H -1.060 -2.282 -0.078  0.09
H -1.091 0.603 -0.958  0.11
H -0.310 -0.739 1.779  0.12
H 0.986 -0.221 0.932  0.13
H -1.349 1.723 1.265  0.10
H -0.018 1.601 2.402  0.12
H 1.164 1.643 0.100  0.10
O 2.101 -2.890 0.951  -0.05
H 1.515 -2.534 1.572  -0.02
H 1.841 -2.472 0.074  0.07
O -0.015 1.716 -2.252  -0.16
H 0.184 2.645 -2.693  0.11
H -0.117 1.185 -3.159  0.12

# 3
Entry from the Open Molecules 2025 dataset: C3H3Br2N as an isolated structure at a distorted geometry (ωB97M-V/def2-TZVPD).

Computed properties:
frontier orbital gap (spin up / spin down)	8.98 / 8.98	eV
energy relative to the best compared isomer or geometry (same formula, charge and spin)	268.8	kJ/mol
largest force on an atom	5.1	eV/A

Each line ends with the Löwdin charge.
Geometry (Å):
C 1.981 -0.126 0.251  -0.23
C -1.006 -0.379 0.384  -0.24
C -0.122 0.443 -0.483  -1.23
N 3.028 -0.454 0.552  -0.02
Br -0.139 2.312 -0.191  0.73
Br -0.021 -0.051 -2.309  0.73
H -2.052 -0.188 0.127  0.09
H -0.861 -0.119 1.431  0.08
H -0.807 -1.437 0.238  0.08

# 4
Entry from the Open Molecules 2025 dataset: CHFNO3 as an isolated structure at a distorted geometry (ωB97M-V/def2-TZVPD).

Computed properties:
charge	-1
frontier orbital gap	9.29	eV
energy relative to the best compared isomer or geometry (same formula, charge and spin)	248.5	kJ/mol
largest force on an atom	5.1	eV/A

Each line ends with the Löwdin charge.
Geometry (Å):
C 1.106 0.446 -0.012  -0.87
N -0.047 -0.242 0.151  0.19
O 1.843 -0.424 0.561  -0.04
O 1.242 1.548 -0.447  0.03
O -1.716 -0.133 -0.596  -0.18
F -2.374 -0.052 0.560  -0.19
H -0.052 -1.143 -0.217  0.06

# 5
Entry from the Open Molecules 2025 dataset: a 2-piece molecular cluster, C6H5NO3 overall at a distorted geometry (ωB97M-V/def2-TZVPD).

Computed properties:
structure (SMILES)	C#CC(=O)O.c1cocn1
frontier orbital gap	9.93	eV
energy relative to the best compared isomer or geometry (same formula, charge and spin)	320.1	kJ/mol
largest force on an atom	1.8	eV/A

Each line ends with the Löwdin charge.
Geometry (Å):
C -0.630 1.324 -0.126  0.13
C -1.630 0.657 -0.052  0.01
C -2.818 -0.183 0.075  -0.56
O -2.907 -1.109 0.826  0.12
O -3.789 0.219 -0.751  0.11
H 0.236 1.921 -0.195  0.05
H -4.546 -0.387 -0.590  0.14
C 1.274 -0.056 0.768  -0.20
C 1.386 -1.074 -0.101  -0.10
O 2.573 -0.945 -0.759  0.03
C 3.115 0.172 -0.239  -0.21
N 2.404 0.754 0.663  0.09
H 0.484 0.166 1.470  0.10
H 0.768 -1.925 -0.361  0.13
H 4.080 0.467 -0.627  0.13

# 6
Entry from the Open Molecules 2025 dataset: one molecule with the formula CH3ClN2O2 at a distorted geometry (ωB97M-V/def2-TZVPD).

Computed properties:
frontier orbital gap (spin up / spin down)	6.94 / 7.29	eV
2S+1	3
energy relative to the best compared isomer or geometry (same formula, charge and spin)	398.0	kJ/mol
largest force on an atom	5.4	eV/A

Each line ends with the Löwdin charge.
Geometry (Å):
C 0.881 1.014 0.042  0.05
N -0.460 -0.121 0.575  -0.34
N -0.970 -0.850 -0.489  -0.54
O -0.895 -0.334 -1.581  0.05
O -1.536 -1.866 -0.183  0.01
Cl -0.069 -1.194 1.922  0.57
H 0.454 1.325 -0.989  0.07
H 0.791 1.709 0.863  0.04
H 1.804 0.317 -0.159  0.10

# 7
Entry from the Open Molecules 2025 dataset: one molecule with the formula C4H7OP at a distorted geometry (ωB97M-V/def2-TZVPD).

Computed properties:
structure (SMILES)	[H]/P=C(/C=O)CC
frontier orbital gap	8.04	eV
energy relative to the best compared isomer or geometry (same formula, charge and spin)	247.7	kJ/mol
largest force on an atom	4.3	eV/A

Each line ends with the Löwdin charge.
Geometry (Å):
H 1.228 2.480 0.177  -0.17
P 1.882 1.281 0.096  1.00
C 0.830 -0.044 -0.320  -0.55
C 1.560 -1.250 -0.070  -0.35
O 2.782 -1.241 0.076  -0.06
C -0.605 0.070 -0.591  -0.33
C -1.581 0.133 0.639  -0.11
H 1.064 -2.187 -0.153  0.11
H -0.879 -0.688 -1.364  0.11
H -0.710 0.953 -1.275  0.10
H -1.217 0.767 1.502  0.07
H -1.778 -0.981 0.838  0.09
H -2.575 0.707 0.446  0.09

# 8
Entry from the Open Molecules 2025 dataset: C2F6HgNO3S2 as an isolated structure at a distorted geometry (ωB97M-V/def2-TZVPD).

Computed properties:
frontier orbital gap (spin up / spin down)	9.38 / 8.18	eV
2S+1	2
energy relative to the best compared isomer or geometry (same formula, charge and spin)	296.0	kJ/mol
largest force on an atom	4.3	eV/A

Each line ends with the Löwdin charge.
Geometry (Å):
N 0.711 0.188 1.307  -0.54
S -0.898 0.537 1.595  0.91
O -3.506 -1.536 -0.743  -0.51
C -1.239 1.965 0.485  -0.88
F -0.189 2.375 -0.217  0.13
F -1.694 2.998 1.179  0.12
F -2.180 1.560 -0.362  0.07
S 1.084 -1.071 0.424  0.62
O -0.084 -1.919 -0.008  -0.57
O 2.181 -1.812 1.033  -0.27
C 1.812 -0.516 -1.204  -0.69
F 1.061 -0.971 -2.194  0.15
F 1.872 0.800 -1.251  0.16
F 3.030 -1.016 -1.322  0.16
Hg -1.942 -1.550 0.272  1.14

# 9
Entry from the Open Molecules 2025 dataset: a 8-piece molecular cluster, C26H73N5O11 overall at a distorted geometry (ωB97M-V/def2-TZVPD).

Computed properties:
structure (SMILES)	COC[C@H](C)N.COC[C@H](C)N.COC[C@H](C)N.COC[C@H](C)N.COC[C@H](C)N.OCCO.OCCO.OCCO
frontier orbital gap	9.49	eV
energy relative to the best compared isomer or geometry (same formula, charge and spin)	638.0	kJ/mol
largest force on an atom	3.3	eV/A

Each line ends with the Löwdin charge.
Geometry (Å):
C 6.892 4.391 6.675  -0.16
O 7.794 3.671 5.908  -0.17
C 7.273 2.560 5.157  -0.16
C 6.926 1.303 5.955  -0.45
C 7.556 0.035 5.292  -0.07
N 5.527 1.003 5.948  0.01
H 5.980 4.758 6.203  0.08
H 7.367 5.267 7.116  0.09
H 6.407 3.891 7.514  0.08
H 6.374 2.950 4.680  0.12
H 7.990 2.328 4.370  0.12
H 7.166 1.384 7.015  0.14
H 7.284 -0.903 5.777  0.07
H 8.628 0.177 5.428  0.08
H 7.215 -0.162 4.276  0.08
H 5.414 0.230 6.588  0.07
H 5.154 1.854 6.344  0.06
C 6.315 8.137 0.328  -0.10
O 6.083 8.541 -1.011  -0.21
C 5.670 7.532 -1.967  -0.18
C 6.905 6.837 -2.485  -0.45
C 8.105 7.710 -3.061  -0.05
N 6.669 5.861 -3.495  0.02
H 5.395 7.838 0.829  0.08
H 6.623 9.043 0.850  0.09
H 7.021 7.309 0.268  0.08
H 4.997 6.826 -1.481  0.12
H 5.173 8.015 -2.808  0.12
H 7.338 6.302 -1.639  0.12
H 8.648 8.480 -2.513  0.07
H 7.869 8.173 -4.020  0.06
H 8.930 7.063 -3.358  0.06
H 6.319 6.219 -4.373  0.08
H 5.942 5.241 -3.167  0.07
C -7.756 -4.101 2.228  -0.05
O -6.678 -3.836 1.257  -0.22
C -6.719 -4.497 0.038  -0.22
C -5.499 -4.433 -0.931  -0.41
C -5.119 -5.659 -1.802  -0.05
N -4.369 -4.088 -0.059  0.02
H -7.797 -5.101 2.659  0.08
H -8.694 -3.830 1.743  0.08
H -7.679 -3.500 3.134  0.08
H -6.746 -5.535 0.372  0.12
H -7.652 -4.262 -0.475  0.12
H -5.572 -3.497 -1.485  0.12
H -4.924 -6.570 -1.238  0.07
H -4.249 -5.344 -2.378  0.07
H -5.924 -5.972 -2.467  0.07
H -4.865 -3.658 0.709  0.04
H -4.046 -3.313 -0.622  0.07
C -5.799 -0.219 10.042  -0.10
O -4.988 0.661 9.314  -0.19
C -3.809 0.175 8.711  -0.20
C -3.883 -0.925 7.575  -0.47
C -2.565 -1.474 7.167  -0.08
N -4.471 -0.164 6.513  0.04
H -6.576 0.462 10.388  0.10
H -5.231 -0.609 10.886  0.08
H -6.036 -1.124 9.482  0.08
H -3.288 1.043 8.308  0.13
H -3.113 -0.260 9.428  0.11
H -4.469 -1.737 8.004  0.12
H -2.486 -2.244 6.400  0.08
H -1.974 -1.751 8.041  0.07
H -1.971 -0.652 6.767  0.08
H -5.062 -0.761 5.953  0.08
H -5.051 0.554 6.923  0.07
C -5.560 4.427 -7.180  -0.13
O -6.916 4.327 -6.978  -0.19
C -7.692 4.422 -8.167  -0.20
C -7.713 3.082 -8.932  -0.38
C -8.455 3.075 -10.333  -0.07
N -8.538 2.138 -8.135  0.01
H -5.017 3.992 -6.341  0.09
H -5.224 5.458 -7.282  0.09
H -5.370 3.900 -8.115  0.08
H -8.643 4.608 -7.668  0.13
H -7.558 5.302 -8.795  0.12
H -6.730 2.625 -9.050  0.12
H -7.818 3.681 -10.977  0.07
H -9.422 3.574 -10.393  0.07
H -8.733 2.107 -10.750  0.07
H -9.482 2.271 -8.468  0.06
H -8.381 2.279 -7.148  0.06
O 3.053 -0.055 -0.018  -0.08
C 1.781 -0.602 -0.399  -0.22
C 1.364 0.055 -1.762  -0.21
O -0.044 -0.131 -2.124  -0.09
H 3.059 0.010 0.940  0.08
H 1.741 -1.680 -0.555  0.11
H 1.132 -0.246 0.402  0.12
H 1.966 -0.418 -2.538  0.11
H 1.611 1.109 -1.640  0.11
H -0.129 0.134 -3.042  0.07
O 2.913 -6.020 -6.450  -0.06
C 1.991 -6.116 -7.459  -0.27
C 2.320 -5.174 -8.677  -0.23
O 2.428 -3.832 -8.258  -0.06
H 2.733 -6.591 -5.699  0.10
H 2.115 -7.159 -7.751  0.11
H 0.972 -6.069 -7.074  0.11
H 1.680 -5.180 -9.560  0.12
H 3.259 -5.508 -9.118  0.11
H 3.089 -3.890 -7.564  0.07
O 2.103 -8.956 2.561  -0.06
C 2.425 -7.598 2.443  -0.24
C 4.002 -7.371 2.422  -0.24
O 4.691 -8.588 2.397  -0.05
H 1.249 -8.937 3.000  0.08
H 1.965 -7.204 1.537  0.10
H 1.862 -7.089 3.225  0.11
H 4.302 -6.910 3.363  0.11
H 4.199 -6.632 1.644  0.11
H 5.528 -8.265 2.740  0.08